# 1
C8H6F21MnN2O10PS4 as an isolated structure. Source: OMol25; level of theory: ωB97M-V/def2-TZVPD.

Calculated total energy   -6353.0184 hartree
Total charge   -2
Highest occupied orbital energy (alpha / beta)   -3.66 / -3.84 eV
Spin multiplicity   6
Orbital gap (alpha / beta)   0.3002 / 0.3067 Ha
Relative energy (zero: lowest compared OMol25 entry of this formula, charge and spin)   0.0 kcal per mole

Atoms and positions in Å:
Mn  -2.53058  -6.24641  10.56837
C  -5.77398  -5.23578  10.52147
O  -6.08118  -3.90157  10.23638
O  -4.44415  -5.35071  10.75126
C  -6.74777  -5.76938  11.62008
F  -6.52092  -5.13985  12.79590
F  -8.02783  -5.61750  11.25159
F  -6.55118  -7.07718  11.87275
C  -6.04971  -3.53098  8.87087
C  -6.63239  -2.13161  8.69876
H  -6.74405  -2.07251  7.61114
H  -7.53483  -1.86411  9.24204
H  -5.88675  -1.36920  8.93509
H  -6.57337  -4.18832  8.16385
H  -5.07048  -3.57414  8.38934
H  -6.09407  -5.85951  9.66475
P  -0.62714  -6.94935  13.07678
F  0.05195  -5.61452  12.50213
F  -0.65343  -6.36317  14.57332
F  -2.15432  -6.27115  12.81553
F  -1.32844  -8.29247  13.55875
F  -0.78924  -7.45360  11.52916
F  0.84862  -7.60384  13.20620
C  -2.58179  -8.33391  6.53774
F  -2.89608  -9.60518  6.45448
F  -1.29045  -8.15574  6.75293
F  -2.85302  -7.68795  5.41446
S  -3.58090  -7.44871  7.94074
O  -3.21460  -6.06823  7.77127
O  -4.98478  -7.73102  7.78159
N  -2.83258  -7.96537  9.44800
S  -3.49218  -9.41785  9.82685
O  -3.95676  -9.40972  11.19232
O  -4.32180  -10.12469  8.88226
C  -1.96253  -10.53867  9.97309
F  -1.02793  -9.86394  10.61782
F  -2.29724  -11.63791  10.62104
F  -1.50612  -10.83714  8.75555
C  1.67613  -5.46437  9.52514
F  1.51688  -6.72172  9.94425
F  1.99607  -4.75492  10.60838
F  2.71255  -5.36100  8.68458
S  0.11169  -4.89986  8.67932
O  0.45897  -3.66423  8.01557
O  -0.21811  -5.99124  7.80253
N  -1.12315  -4.89053  9.94306
S  -1.16987  -3.39856  10.56373
O  -1.88422  -3.34706  11.80875
O  0.15452  -2.79732  10.64106
C  -2.22078  -2.42379  9.30799
F  -3.33946  -2.02368  9.93948
F  -1.65419  -1.32876  8.84474
F  -2.58708  -3.26493  8.34747

Forces on the atoms, in the same order (eV/Å):
-1.8 0.7 1.2
1.4 -1.1 -1.1
-1.1 0.6 -0.4
0.3 -1.0 0.4
2.0 0.7 0.5
-0.7 0.1 -0.1
-0.2 0.1 0.2
-0.2 0.1 -0.4
-0.4 0.2 -0.1
1.2 0.1 -0.7
-0.5 0.4 0.0
-0.2 -0.5 -0.1
0.0 0.0 0.3
-0.7 -0.5 0.8
0.6 0.3 0.7
0.0 0.0 -0.3
-0.1 0.7 0.2
-0.1 0.2 0.4
0.3 -0.2 -0.4
0.2 0.0 0.1
0.1 -0.3 0.2
0.4 -0.5 -0.6
-0.6 0.0 0.1
-0.2 1.3 1.4
0.1 -0.4 -0.4
0.1 -0.7 0.3
-0.6 -0.2 -0.5
0.3 0.8 0.3
0.5 -0.4 0.3
1.0 -0.5 0.1
-2.4 -1.2 -3.7
0.2 -2.0 2.5
0.3 0.6 -0.5
0.6 0.9 -0.3
-1.0 2.0 -0.6
0.4 -0.5 0.3
0.2 -0.4 0.1
0.2 -0.4 -0.2
0.1 0.1 1.7
0.1 0.1 -0.7
-0.2 0.1 -0.4
-0.4 -0.4 -0.3
-1.2 -0.8 -0.7
-0.6 -0.4 1.1
0.1 0.1 0.8
2.8 1.7 -2.2
1.7 1.5 2.2
-0.6 -0.6 -1.0
-1.3 -0.2 -0.9
-1.0 -0.7 1.3
0.2 -0.1 -0.1
0.6 0.0 -0.5
0.2 0.5 -0.5

# 2
A 2-piece molecular cluster, C5H10O2 overall. Source: OMol25; level of theory: ωB97M-V/def2-TZVPD.

Calculated total energy   -346.8651 hartree
Highest occupied orbital energy   -8.87 eV
Orbital gap   0.3626 Ha
Relative energy (zero: lowest compared OMol25 entry of this formula, charge and spin)   100.6 kcal per mole

Atoms and positions in Å:
C  2.66631  0.29118  0.01939
O  1.37865  0.56050  -0.48465
C  0.39978  -0.25645  0.07541
C  -0.15793  0.06012  1.46508
C  -0.92882  0.31983  0.24258
C  -1.94208  0.90001  -0.37517
O  -2.06710  1.00553  -1.72295
H  2.96036  -0.75433  -0.15768
H  2.72386  0.49374  1.09840
H  3.35810  0.95112  -0.50918
H  0.50052  -1.31716  -0.18059
H  -0.42322  -0.77741  2.10968
H  0.27052  0.91750  1.98282
H  -2.78846  1.34450  0.14008
H  -1.25157  0.66635  -2.12097
H  -2.39411  -2.56727  -0.85114
H  -2.30482  -1.83776  -0.73110

Forces on the atoms, in the same order (eV/Å):
0.3 0.0 0.1
-0.1 0.1 0.0
-0.1 -0.2 -0.1
0.0 0.0 0.2
-0.2 0.2 -0.2
0.1 -0.1 0.4
0.2 -0.1 -0.1
-0.1 0.1 0.0
0.0 0.0 -0.1
-0.1 -0.1 0.1
0.0 0.2 0.0
0.0 0.1 -0.1
-0.1 -0.1 -0.1
0.1 -0.1 0.0
-0.2 0.1 0.0
0.0 0.0 0.0
0.0 -0.1 0.0

# 3
C46H29N9O11SSr as an isolated structure. Source: OMol25; level of theory: ωB97M-V/def2-TZVPD.

Calculated total energy   -3520.1580 hartree
Total charge   -2
Highest occupied orbital energy   -3.04 eV
Orbital gap   0.2170 Ha
Relative energy (zero: lowest compared OMol25 entry of this formula, charge and spin)   0.0 kcal per mole

Atoms and positions in Å:
Sr  0.16697  0.14006  -0.29029
O  1.08728  5.54392  -4.20333
C  0.77752  4.40087  -3.50539
C  -0.32665  4.34246  -2.66999
C  -0.56712  3.16680  -1.97580
N  0.21715  2.09961  -2.10715
C  1.25765  2.15197  -2.93605
C  1.59314  3.29070  -3.65171
C  2.08543  0.85930  -3.07515
O  2.95294  0.84987  -3.96040
O  1.74339  -0.07047  -2.29826
C  -1.75354  3.05192  -0.99394
O  -2.54704  4.01059  -0.98964
O  -1.76025  2.01065  -0.29916
H  0.42538  6.20553  -3.97714
H  -1.00855  5.17321  -2.52652
H  2.45742  3.27984  -4.29932
O  3.57032  -3.53315  4.21876
C  2.88497  -2.81324  3.27188
C  1.80157  -3.35558  2.59553
C  1.15848  -2.56715  1.65686
N  1.55468  -1.32912  1.38091
C  2.59783  -0.81132  2.02729
C  3.29298  -1.51986  2.99664
C  3.00700  0.63322  1.64698
O  3.82480  1.18004  2.40408
O  2.44524  1.08591  0.62187
C  -0.05997  -3.10188  0.88289
O  -0.50317  -4.21027  1.22537
O  -0.51194  -2.33588  -0.01012
H  3.14985  -4.39655  4.28784
H  1.43336  -4.35842  2.77810
H  4.12235  -1.04709  3.50265
N  -3.77509  -2.61483  -0.67289
C  -4.65255  -2.47704  0.41305
C  -5.01109  -3.59714  1.14687
C  -5.92326  -3.50091  2.19276
C  -6.46221  -2.27089  2.52603
C  -6.07294  -1.13919  1.81603
C  -5.18405  -1.22935  0.75770
S  -4.67004  0.24228  -0.08304
N  -3.54505  -0.30140  -1.20511
C  -3.23597  -1.51810  -1.34872
C  -2.33555  -1.87950  -2.47952
C  -2.77243  -2.86334  -3.36258
C  -1.97634  -3.17521  -4.45004
C  -0.77619  -2.51246  -4.59647
C  -0.41503  -1.55993  -3.65154
N  -1.18241  -1.23234  -2.61234
H  -3.14297  -3.40272  -0.61342
H  -4.56429  -4.55290  0.89680
H  -6.19140  -4.38990  2.74980
H  -7.16169  -2.17968  3.34723
H  -6.44845  -0.16288  2.10192
H  -3.72378  -3.35145  -3.19936
H  -2.29095  -3.92665  -5.16512
H  -0.10773  -2.72925  -5.41922
H  0.54060  -1.05753  -3.68866
C  -3.56100  4.89890  13.07031
O  -4.14114  3.81869  12.37343
C  -3.63641  3.53150  11.13536
C  -4.22266  2.45373  10.47283
C  -3.78770  2.09117  9.21738
C  -2.75318  2.78988  8.58562
C  -2.17408  3.85393  9.26086
C  -2.60720  4.23433  10.52808
C  -2.32835  2.37306  7.24580
N  -2.72399  1.27858  6.64421
C  -2.10185  1.29465  5.41439
C  -1.32464  2.41572  5.28233
N  -1.47248  3.10236  6.46493
C  -0.56503  2.72287  4.11337
C  0.22153  3.86880  3.95024
C  0.89559  4.04445  2.77004
C  0.77965  3.06329  1.77954
N  0.04303  1.98073  1.91597
C  -0.63278  1.79744  3.05490
C  -1.46684  0.59180  3.16902
N  -1.51751  -0.23643  2.10717
C  -2.25836  -1.31895  2.20057
C  -3.00275  -1.66012  3.33762
C  -2.97318  -0.82036  4.41803
C  -2.19356  0.33877  4.34532
H  -4.08500  4.96500  14.02050
H  -3.68353  5.83949  12.52526
H  -2.49646  4.73001  13.25681
H  -5.02388  1.91700  10.96386
H  -4.23643  1.25875  8.69265
H  -1.35651  4.40827  8.81581
H  -2.12920  5.06885  11.01991
H  -1.06468  3.99070  6.68917
H  0.29971  4.60061  4.74754
H  1.52391  4.90760  2.60007
H  1.33268  3.15016  0.85303
H  -2.23952  -1.97471  1.34081
H  -3.58932  -2.56748  3.33644
H  -3.53292  -1.02467  5.32234

Forces on the atoms, in the same order (eV/Å):
-0.3 0.4 -0.2
0.0 0.0 0.0
0.0 0.0 0.0
0.0 0.0 0.0
0.0 0.0 0.0
0.0 0.1 0.0
0.2 0.0 0.0
-0.1 0.0 0.0
0.0 0.0 0.0
0.0 0.0 0.0
0.1 0.0 0.0
0.1 0.1 0.0
0.0 0.0 0.0
0.0 -0.1 0.0
0.0 0.0 0.0
0.0 0.0 0.0
0.0 0.0 0.0
0.0 0.0 0.0
0.0 0.0 0.0
0.0 0.0 0.0
0.0 -0.1 -0.1
0.0 -0.1 0.1
0.0 0.1 0.0
0.0 0.0 0.0
-0.1 -0.1 0.1
0.0 0.0 0.0
0.0 -0.1 0.0
0.0 0.0 0.1
0.0 0.0 0.0
-0.1 -0.1 0.0
0.0 0.0 0.0
0.0 0.0 0.0
0.0 0.0 0.0
0.1 0.0 0.0
-0.1 0.0 0.0
-0.1 0.0 0.0
0.0 0.0 0.0
0.0 0.0 0.0
0.0 0.0 0.0
0.1 0.0 0.0
0.0 0.0 0.1
0.0 0.1 -0.1
-0.2 0.0 0.1
0.0 -0.2 -0.1
0.0 0.0 0.0
-0.1 -0.1 0.0
0.1 0.0 0.0
0.0 0.0 0.1
-0.1 -0.1 -0.1
0.1 0.0 0.0
0.0 0.0 0.0
0.0 0.0 0.0
0.0 0.0 0.0
0.0 0.0 0.0
0.0 0.0 0.0
0.0 0.0 0.0
0.0 0.0 0.0
0.1 0.0 0.0
0.0 0.0 0.0
0.0 0.0 0.0
0.0 0.0 0.0
0.0 0.0 0.0
0.0 0.0 0.0
0.0 0.0 0.0
0.0 0.0 0.0
0.0 0.0 0.0
0.0 0.0 0.0
0.0 0.0 0.0
0.0 0.0 0.0
0.0 0.0 0.0
0.0 0.0 0.0
0.0 0.1 0.0
0.0 -0.1 0.0
0.0 0.0 0.0
0.0 0.0 -0.1
0.1 0.0 0.1
-0.1 0.0 0.0
-0.1 0.1 -0.1
0.2 0.1 0.2
0.0 -0.1 0.1
0.0 0.0 0.0
0.0 0.0 0.0
0.0 0.0 0.0
0.0 0.0 0.0
0.0 0.0 0.0
0.0 0.0 0.0
0.0 0.0 0.0
0.0 0.0 0.0
0.0 0.0 0.0
0.0 0.0 0.0
0.0 0.0 0.0
0.0 0.0 0.0
0.0 0.0 0.0
0.0 0.0 0.0
0.0 0.0 0.0
0.0 0.0 0.0
0.0 0.0 0.0

# 4
C5H9Br2P in the gas phase. Source: OMol25; level of theory: ωB97M-V/def2-TZVPD.

Calculated total energy   -5685.1322 hartree
Highest occupied orbital energy (alpha / beta)   -8.24 / -7.56 eV
Orbital gap (alpha / beta)   0.2936 / 0.2552 Ha
Relative energy (zero: lowest compared OMol25 entry of this formula, charge and spin)   97.5 kcal per mole

Atoms and positions in Å:
C  -0.04767  1.88577  0.07274
C  0.22428  -0.40144  -1.51900
C  1.86952  -0.14379  0.31157
C  1.38701  -1.02666  -0.64292
C  -1.50494  -0.37316  1.00384
P  -1.10765  0.61637  -0.53191
Br  3.67807  0.49774  0.10179
Br  0.65784  -2.72411  0.01580
H  -0.23630  2.53421  1.02472
H  0.57683  2.55757  -0.54220
H  0.69505  0.46673  -2.06849
H  -0.22258  -1.04158  -2.15032
H  1.46984  -0.09713  1.34287
H  2.09392  -1.43937  -1.50632
H  -0.59182  -0.73013  1.36401
H  -1.96177  -1.28279  0.75459
H  -2.25237  0.19334  1.73948

Forces on the atoms, in the same order (eV/Å):
0.6 1.8 1.7
1.3 4.3 3.2
1.7 2.0 2.6
-1.1 -2.0 -5.1
-1.8 2.5 0.3
0.5 -0.5 -0.4
-1.0 -0.3 0.2
0.1 -0.6 0.5
-0.1 -1.8 -1.4
-0.4 -0.9 -0.3
-0.4 -1.0 0.2
-1.4 -2.4 -2.3
0.6 -0.1 -0.9
-0.8 1.3 2.3
1.3 0.1 1.5
-1.2 -1.1 -0.8
2.1 -1.1 -1.5

Question: Look up the relative energy (zero: lowest compared OMol25 entry of this formula, charge and spin) of the third one.
Answer: 0.0 kcal per mole

Question: Number 4 is which compound?
Answer: C5H9Br2P